# 1
{
  "formula": "C23H31BF22N3O4S",
  "method": "wB97M-V/def2-TZVPD",
  "species": ["H", "F", "H", "H", "F", "H", "N", "H", "F", "C", "N", "C", "H", "H", "F", "F", "F", "C", "F", "F", "F", "C", "F", "F", "F", "H", "O", "H", "C", "C", "C", "F", "C", "C", "H", "C", "H", "H", "C", "F", "H", "H", "H", "F", "H", "C", "H", "S", "C", "C", "F", "H", "B", "H", "H", "O", "H", "F", "C", "C", "C", "C", "F", "H", "H", "C", "O", "H", "C", "H", "F", "F", "H", "H", "F", "H", "O", "C", "H", "C", "H", "H", "F", "N", "C"],
  "positions_angstrom": [[4.2240, 2.8119, -2.7313], [6.3733, 5.4285, -1.6698], [1.4277, -2.9683, 1.7052], [1.5634, -0.0229, 2.4720], [-5.3595, -2.7027, -1.6955], [1.5211, 4.1800, 0.9493], [0.8625, -1.1864, -1.2706], [-0.4860, -2.8807, -1.1468], [-6.2324, 1.0462, 1.6726], [3.9047, 5.4798, -1.2001], [1.0098, -2.2631, 1.0602], [-1.7418, -1.0946, -1.8113], [3.8789, -1.1218, -0.8741], [-2.1100, -0.5034, 3.8185], [-2.6969, -2.4483, 0.1101], [-8.6700, 1.1923, -0.7739], [5.0912, 4.4060, -4.0382], [0.5035, -0.3690, 2.8407], [1.4391, 5.8182, -0.8622], [5.5684, 3.6288, -0.3302], [-8.1235, -0.4217, 0.9036], [2.8248, -5.5571, 0.9236], [-8.4784, 1.8378, 1.5762], [-5.4494, -1.6016, 0.7023], [3.8769, 6.5340, -2.2819], [2.1362, -5.6477, -0.0378], [1.6396, 2.4449, -0.2856], [-0.0246, 1.6684, 3.7244], [5.1937, 4.5069, -1.4621], [-4.4703, -1.5065, -1.5969], [5.1110, 3.5769, -2.8090], [-3.8859, 0.2419, 0.1052], [-0.3129, -1.9343, -1.8531], [-1.9994, 0.5801, 3.3719], [-0.6772, -0.7596, 0.8537], [2.1192, 0.8131, -2.1338], [1.9793, -4.9295, 3.0456], [0.5232, -0.9932, 3.8423], [-3.8961, 1.8433, 3.9183], [1.9542, -1.0982, -3.6289], [1.0083, 1.2189, -2.2984], [-1.9259, -0.6760, -2.8887], [5.6847, -3.2599, -0.3400], [-6.9174, 2.6671, -0.0551], [-0.8885, -2.1236, 2.1651], [-0.0988, -1.3848, 1.6752], [-4.0417, 2.3931, 2.8768], [-7.4240, 1.0719, 0.4479], [2.0123, -0.8218, -2.1768], [2.4570, 4.7241, -1.0886], [-4.4819, -0.8133, -2.9028], [-0.1546, -2.3641, -2.9289], [3.6322, -3.5865, -0.2887], [-4.5090, 2.3553, 4.7850], [-4.3515, 0.7477, 3.7906], [-2.4665, 1.6530, 4.2757], [-1.6529, -0.1735, -1.0917], [6.3789, 2.7555, -2.8251], [3.2653, -1.7529, -1.6781], [2.6289, 1.4418, -0.7077], [-5.0748, -0.5765, -0.3431], [1.8959, -5.8356, 2.2863], [4.1329, 6.2336, 0.0865], [3.6367, -6.4325, 0.9442], [3.6852, 1.9581, -0.7912], [-2.9580, -2.0738, -1.3001], [3.5646, -4.2887, 1.0062], [2.1570, -6.8471, 2.8136], [2.2960, 3.6976, 0.1793], [2.7406, 1.2391, -3.0454], [-2.8366, -3.3537, -2.0934], [2.0134, 4.0676, -2.3743], [-0.5142, 1.5398, 1.8897], [2.7135, 0.6170, 0.1200], [-5.7956, 1.4995, -1.6689], [3.2731, 3.5049, 0.7942], [4.9709, -3.5773, -0.9677], [1.4521, -2.1667, -0.2345], [3.8178, -2.0029, -2.7032], [-6.3239, 0.3353, -0.8623], [0.7559, -5.8793, 1.9547], [-2.6701, 0.6425, 2.3877], [-7.2198, -0.4304, -1.7983], [2.4912, -2.9208, -1.0307], [-0.4701, 0.9497, 2.9022]],
  "forces_ev_per_angstrom": [[1.746, 1.730, -0.678], [-3.785, -2.872, 0.857], [-0.088, 0.558, -0.989], [-1.914, -0.777, 0.997], [2.639, 3.934, 0.129], [1.748, -0.812, -2.018], [0.884, -2.462, 1.170], [0.300, 1.912, -1.706], [-2.196, -0.351, -2.726], [0.268, 3.018, 0.153], [0.537, 0.622, -3.220], [0.424, 0.167, -0.040], [-1.009, -1.614, -1.952], [0.245, 2.141, -0.525], [-1.181, 1.031, -3.804], [2.534, -0.006, 2.897], [-0.074, -2.701, 4.139], [-0.509, -0.210, -1.338], [3.141, -3.140, -0.852], [-1.666, 2.604, -3.128], [2.234, 2.946, -0.873], [-0.341, -2.338, 1.153], [2.378, -1.762, -2.477], [1.199, 4.082, -3.290], [0.085, -3.825, 3.551], [1.573, 0.315, 1.910], [2.514, 0.809, 0.503], [-0.927, -1.411, -1.671], [3.571, 1.127, -0.361], [-1.517, -1.839, -0.923], [1.928, -0.422, -0.968], [-4.118, -2.324, -1.050], [-2.283, -1.651, 0.443], [0.346, 0.757, -1.448], [1.617, -1.518, 1.537], [-0.525, 0.439, -0.220], [0.101, -1.964, -1.485], [0.162, 1.633, -1.928], [-1.193, -1.064, 0.144], [-1.094, -0.046, 2.887], [2.448, -0.938, 0.418], [-0.095, -0.942, 2.146], [-1.103, -1.008, -0.904], [-1.107, -3.270, 1.913], [1.763, 1.472, -1.180], [-1.247, 0.547, 0.637], [0.494, -0.920, 2.243], [-4.535, 3.388, 1.439], [1.662, 1.531, -0.623], [-2.723, 1.399, -0.384], [0.054, -2.057, 4.265], [0.080, 1.049, 2.085], [2.900, -2.326, 1.064], [1.646, -0.808, -1.797], [0.664, 2.382, 0.298], [-1.462, -1.390, -2.005], [-0.264, -1.859, -1.282], [-3.766, 2.551, -0.018], [-1.445, 2.540, -1.734], [0.194, -0.212, -0.463], [1.939, -1.942, 0.377], [-0.821, 0.784, -0.618], [-0.835, -2.700, -3.990], [-1.776, 2.036, -0.492], [-2.007, -1.235, 0.052], [1.926, -1.466, -0.981], [-1.331, 1.063, -3.058], [-0.373, 2.122, -1.055], [-1.411, -0.210, 0.724], [-1.143, -1.193, 1.913], [-0.463, 3.586, 2.407], [1.964, 1.967, 3.749], [0.313, -1.307, 1.858], [-0.214, 1.416, -1.415], [-1.250, -4.658, 2.484], [-1.605, 0.387, -1.568], [-2.597, 1.142, 2.570], [-0.084, -0.004, -1.446], [-0.958, 0.191, 2.853], [0.180, 0.449, -4.431], [2.374, -0.015, 0.755], [1.405, -0.422, 2.040], [3.721, 2.131, 3.410], [1.119, 2.225, 3.656], [0.017, -0.198, 1.289]],
  "lowdin_charge": [0.143, 0.026, 0.155, 0.112, 0.037, 0.175, 0.006, 0.143, -0.187, -0.098, 0.150, -0.041, 0.161, 0.141, 0.001, -0.191, 0.014, -0.158, -0.003, 0.021, -0.167, -0.210, -0.169, 0.036, 0.038, 0.140, -0.201, 0.134, -0.134, -0.114, -0.063, 0.008, -0.116, -0.229, 0.122, -0.043, 0.084, 0.135, -0.122, -0.036, 0.153, 0.146, 0.138, -0.197, 0.149, -0.128, 0.109, 1.095, -0.312, -0.132, 0.051, 0.159, -0.478, 0.116, 0.099, -0.237, 0.127, -0.030, -0.028, -0.171, -0.081, -0.091, 0.031, 0.150, 0.120, -0.186, -0.042, 0.091, -0.058, 0.131, -0.003, 0.006, 0.121, 0.120, 0.019, 0.151, 0.067, -0.077, 0.187, -0.200, 0.084, 0.108, 0.034, 0.153, -0.160],
  "homo_energy_ev": -12.4,
  "relative_energy_kj_mol": 1189.97,
  "gap_ev": 7.923,
  "charge": 1,
  "lumo_energy_ev": -4.5239,
  "max_force_ev_per_a": 5.84,
  "e_tot_ev": -108286.1159
}

---

# 2
{
  "formula": "C23H31BiN6O4PSSe3Te",
  "method": "wB97M-V/def2-TZVPD",
  "species": ["H", "N", "C", "H", "H", "O", "C", "H", "C", "C", "N", "C", "Te", "H", "H", "C", "C", "C", "C", "H", "H", "H", "S", "P", "H", "Se", "H", "H", "H", "H", "C", "C", "H", "H", "H", "N", "C", "Se", "H", "C", "H", "Se", "H", "C", "C", "H", "C", "H", "H", "N", "H", "H", "C", "C", "C", "N", "N", "H", "H", "C", "Bi", "O", "O", "O", "C", "C", "H", "H", "H", "H", "C"],
  "positions_angstrom": [[1.6250, -6.9888, -2.2681], [3.0019, -1.3466, -0.3397], [5.5613, 2.0316, 1.2722], [3.1360, 3.8211, -1.1901], [3.0736, -6.2224, -0.4069], [-2.0029, 1.2455, 1.4447], [4.7792, -0.5859, 1.8074], [-6.3645, 0.1425, 1.9018], [-5.8971, 0.8363, 1.1945], [2.5666, -4.1602, -0.6660], [-3.2604, 2.5257, -0.3809], [4.4628, 1.4934, 0.6141], [0.8226, 0.0169, 4.8603], [-1.7038, 3.5817, -1.3299], [0.3297, -5.3406, -3.5726], [-4.3398, 2.7716, -1.3099], [5.8836, -0.0491, 2.4559], [-4.4593, 1.7307, 2.9421], [1.0317, -0.8156, -1.8719], [-6.5233, 1.7369, 1.1480], [-3.6827, -0.5414, -2.4268], [-3.9823, -1.3324, 1.2371], [0.4933, 1.6607, -1.2472], [-3.2322, 1.1986, 0.6048], [-3.9577, 2.8702, -2.3324], [1.7063, 2.6833, 2.3491], [-0.0515, -0.6437, -3.7444], [3.1862, -3.8184, 0.1529], [-2.0538, -0.7899, -1.7334], [-3.4181, 1.9107, 3.1957], [1.0117, -3.6519, -2.4454], [1.8155, -1.8124, -0.9882], [6.4230, -0.6401, 3.1837], [-5.0129, 2.6763, 2.9972], [5.8690, 3.0487, 1.0764], [0.5308, -1.2153, -0.5646], [6.2591, 1.2567, 2.1919], [1.5053, -1.5650, 3.0617], [-1.4935, 3.3145, 0.4119], [1.6861, -5.9353, -2.0244], [-4.8740, 3.6951, -1.0579], [2.4732, 1.8547, 4.4103], [-5.0504, 1.9469, -1.2990], [0.3252, -2.6778, -3.2832], [3.9124, 3.5095, -0.4959], [7.1055, 1.6910, 2.7098], [-2.2199, 3.5388, -0.3653], [-2.6509, -1.9135, 0.2084], [-4.3392, -2.0044, -0.3646], [-3.5031, -0.0807, -0.3905], [4.8975, 3.7467, -0.9111], [4.4236, -1.5825, 2.0287], [-2.9323, -0.1397, -1.7371], [0.9565, -5.0139, -2.7504], [1.8195, -3.2300, -1.3820], [2.8740, -0.2914, 0.2871], [-4.5498, 1.1430, 1.6178], [-0.2021, -3.0573, -4.1517], [-2.6541, 4.5230, -0.1570], [0.3926, -1.3632, -3.0681], [0.4635, 0.4345, 1.1853], [1.5076, 0.4732, -1.9626], [-0.5694, -1.9633, -0.4135], [3.7468, 2.1148, -0.3439], [2.5012, -5.5055, -0.9817], [-3.6225, -1.4127, 0.2133], [3.7735, 4.0213, 0.4594], [-4.8816, 1.0464, 3.6848], [-5.8884, 0.3643, 0.2145], [-2.6310, 0.8503, -2.0704], [4.0718, 0.1842, 0.9060]],
  "forces_ev_per_angstrom": [[-0.001, 0.000, 0.000], [0.018, -0.014, 0.015], [-0.005, 0.006, -0.001], [0.000, -0.001, 0.001], [0.000, 0.000, 0.000], [-0.025, 0.108, 0.019], [-0.013, 0.003, -0.014], [0.005, 0.010, 0.005], [-0.003, 0.012, -0.019], [-0.004, 0.000, 0.001], [-0.019, 0.002, -0.020], [-0.003, -0.005, 0.005], [-0.004, 0.013, -0.055], [-0.005, -0.007, 0.001], [0.001, -0.001, -0.001], [0.004, 0.025, 0.005], [-0.001, 0.010, 0.007], [-0.002, 0.012, 0.009], [-0.002, 0.005, -0.001], [-0.003, 0.002, -0.009], [0.004, -0.004, -0.005], [-0.020, 0.014, 0.017], [-0.026, 0.022, 0.022], [-0.008, -0.015, -0.026], [-0.003, 0.006, -0.001], [0.041, -0.007, -0.053], [0.002, 0.002, 0.001], [0.000, 0.000, 0.000], [-0.011, -0.016, -0.009], [0.000, -0.004, -0.002], [0.003, -0.008, 0.007], [-0.003, 0.015, -0.024], [-0.001, 0.000, 0.002], [0.005, 0.008, 0.005], [0.002, -0.001, -0.002], [0.081, 0.036, 0.011], [0.000, -0.003, 0.005], [0.032, -0.027, 0.016], [0.008, -0.011, -0.003], [0.003, -0.002, 0.001], [-0.007, 0.001, -0.006], [-0.006, -0.002, -0.020], [-0.003, -0.001, -0.004], [-0.003, 0.006, -0.011], [-0.007, -0.013, 0.006], [0.001, 0.000, 0.000], [-0.012, 0.009, 0.007], [-0.022, 0.023, 0.006], [-0.015, 0.008, 0.005], [0.045, 0.024, 0.000], [-0.001, 0.004, 0.003], [0.000, -0.002, 0.003], [0.029, 0.001, 0.008], [-0.003, 0.003, 0.000], [-0.011, 0.001, -0.003], [0.011, 0.015, -0.024], [0.048, -0.087, 0.047], [0.001, -0.003, 0.000], [-0.002, 0.002, 0.001], [-0.003, -0.006, -0.001], [-0.117, -0.078, 0.123], [0.001, -0.021, 0.003], [0.028, -0.002, -0.016], [0.002, 0.008, -0.004], [0.001, -0.001, -0.002], [-0.027, -0.034, -0.017], [0.000, 0.002, 0.005], [-0.014, 0.001, -0.010], [0.008, -0.011, 0.004], [0.012, -0.014, -0.008], [0.019, -0.019, -0.001]],
  "lowdin_charge": [0.094, 0.168, -0.023, 0.083, 0.096, -0.464, -0.049, 0.082, -0.131, -0.014, -0.306, -0.285, 0.160, 0.056, 0.105, -0.120, -0.094, -0.104, -0.497, 0.080, 0.084, 0.077, 0.500, 0.518, 0.084, -0.129, 0.120, 0.107, 0.057, 0.073, -0.158, -0.265, 0.098, 0.079, 0.102, -0.332, -0.092, -0.287, 0.057, -0.097, 0.082, -0.257, 0.067, -0.019, -0.101, 0.098, -0.126, 0.061, 0.082, -0.290, 0.090, 0.078, -0.099, -0.042, -0.084, -0.018, -0.307, 0.109, 0.082, 0.011, 1.163, -0.522, -0.243, -0.133, -0.086, -0.093, 0.066, 0.082, 0.066, 0.057, -0.210],
  "homo_energy_ev": -4.0,
  "relative_energy_kj_mol": 159.26,
  "gap_ev": 6.411,
  "charge": -1,
  "lumo_energy_ev": 2.4124,
  "max_force_ev_per_a": 0.19,
  "e_tot_ev": -270782.0606
}